C9H25BaO7 | the ωB97M-V functional and the def2-TZVPD basis

XYZ file:
```
42
Properties=species:S:1:pos:R:3:forces:R:3:lowdin_charge:R:1
Ba -11.152933 -9.978890 -10.591487 1.7 0.5 2.2 1.932
O -8.382204 -10.486858 -7.013211 -0.4 0.0 -0.9 0.106
C -9.107158 -10.051264 -8.073944 0.4 -0.2 -0.3 -0.831
O -8.593603 -10.301277 -9.199530 -1.5 0.1 -1.0 -0.148
O -10.213106 -9.472580 -7.912569 -0.5 -0.4 -0.5 -0.158
H -7.727517 -11.008997 -7.526509 0.3 0.0 0.7 0.114
C -14.331494 -7.061922 -6.604205 1.4 1.2 0.4 -0.084
C -12.832073 -7.318436 -6.409235 -1.0 -1.1 -1.9 -0.257
O -12.393097 -7.825876 -7.716440 0.4 -0.3 0.2 -0.168
H -14.605781 -6.408122 -5.772280 -0.7 -0.5 0.1 0.078
H -14.893401 -7.978150 -6.735977 -0.2 0.0 0.3 0.071
H -14.418502 -6.440035 -7.496338 -0.2 -0.1 -0.1 0.071
H -12.663057 -8.143182 -5.718573 0.1 0.4 0.5 0.116
H -12.272327 -6.412342 -6.192996 0.0 0.0 0.3 0.112
H -11.662115 -8.431319 -7.524440 0.2 0.3 -0.1 -0.007
C -6.604769 -11.430647 -3.549571 -0.2 -0.5 0.7 -0.077
C -7.877218 -12.204967 -3.210541 -0.8 0.9 -0.7 -0.301
O -8.307267 -12.984466 -4.335814 0.3 -0.6 0.4 -0.099
H -6.620884 -11.136891 -4.597921 0.0 0.2 0.0 0.059
H -5.745502 -12.074248 -3.361093 0.1 0.1 -0.2 0.074
H -6.516159 -10.547576 -2.916519 0.1 0.0 -0.1 0.075
H -8.720027 -11.532291 -3.004103 0.3 0.3 0.2 0.105
H -7.786473 -12.823801 -2.320936 0.2 -0.4 -0.3 0.111
H -8.301017 -12.394123 -5.093539 -0.1 0.1 0.0 0.044
C -8.103439 -15.084665 -9.682445 -1.1 -0.3 -1.4 -0.096
C -8.301798 -13.780586 -8.898239 0.7 -2.2 -0.2 -0.316
O -7.126503 -12.992484 -9.027558 -0.6 0.3 0.8 -0.071
H -8.916432 -15.804905 -9.529762 0.0 0.2 0.4 0.075
H -7.189867 -15.647713 -9.497383 0.2 0.4 0.4 0.079
H -8.145969 -14.915974 -10.764665 0.3 0.2 0.0 0.070
H -8.506551 -14.196932 -7.903575 0.1 1.0 0.5 0.114
H -9.185041 -13.243365 -9.239167 0.2 0.3 -0.1 0.091
H -6.453165 -13.475658 -8.535372 0.2 0.1 -0.1 0.097
C -5.748648 -7.703081 -8.340612 -0.4 0.0 -0.2 -0.079
C -4.828046 -8.485759 -9.248022 0.8 -0.5 0.1 -0.322
O -5.563069 -9.166076 -10.262771 -0.3 -0.1 0.1 -0.084
H -5.220483 -7.245980 -7.504841 0.1 0.3 -0.3 0.078
H -6.522149 -8.314171 -7.869570 0.1 -0.3 -0.2 0.058
H -6.279180 -6.986342 -8.970518 0.1 0.4 0.3 0.076
H -4.228679 -9.204742 -8.676523 -0.4 -0.3 0.1 0.107
H -4.042520 -7.883096 -9.713188 -0.3 0.5 0.1 0.112
H -5.217400 -8.937838 -11.127091 0.1 0.0 0.1 0.075
```
Forces are in eV/Å.

Output
- net charge = +1
- spin multiplicity = 1
- M (g/mol) = 382.6
- lowest unoccupied orbital energy (eV) = -5.1
- calculated total energy (Eh) = -909.8464
- relative energy (zero: lowest compared OMol25 entry of this formula, charge and spin) (kcal per mole) = 5.4
- Kohn-Sham gap (eV) = 6.552
- F_max (eV Å⁻¹) = 2.8

C9H25N7O6P | the ωB97M-V functional and the def2-TZVPD basis

XYZ file:
```
48
Properties=species:S:1:pos:R:3:forces:R:3:nbo_charge:R:1
C 3.026865 0.760752 1.256380 0.0 -0.7 0.2 -0.551
C 2.179632 -0.303220 1.158070 0.8 1.0 -0.3 -0.182
C 2.071514 -1.236177 0.021045 -0.2 -1.4 1.0 -0.692
N 0.767051 -1.937009 -0.012858 -0.2 0.3 0.0 -0.638
C -0.443443 -1.173809 0.300739 0.0 -0.6 -0.5 -0.211
C -1.118991 -1.614889 1.591273 -0.3 0.0 0.2 -0.406
C -2.476430 -0.943148 1.810425 0.3 -0.4 -0.1 -0.607
P 3.350610 -2.388555 0.155576 0.7 0.6 -0.5 2.323
O 4.731729 -1.915479 -0.097600 0.0 0.0 0.1 -1.145
O 3.314336 -3.091865 1.645137 -0.2 -0.3 0.1 -1.041
O 2.961101 -3.696598 -0.713987 -0.1 0.0 -0.2 -0.995
H 2.669289 1.711109 1.618200 0.4 -0.1 1.3 0.182
H 4.046603 0.679141 0.893225 -0.3 0.5 -1.0 0.196
H 1.507062 -0.459312 2.003043 -1.0 0.6 -0.6 0.182
H 0.724859 -2.808708 0.503316 0.2 0.0 0.2 0.327
H -0.285564 -0.098237 0.248819 0.3 0.0 0.1 0.221
H -1.170431 -1.408625 -0.493422 -0.1 0.3 0.0 0.149
H -0.475008 -1.497885 2.466384 0.1 0.1 -0.1 0.191
H -1.304868 -2.691510 1.499995 0.1 -0.1 0.0 0.177
H -2.387899 0.048294 2.250466 0.0 0.1 -0.1 0.192
H -3.106044 -1.572917 2.438753 -0.1 0.2 0.2 0.203
H -2.988074 -0.899042 0.851827 -0.1 0.3 0.0 0.214
H 4.184213 -2.965684 2.031528 0.1 0.1 0.1 0.500
H 2.806589 -4.426743 -0.112704 0.0 -0.2 0.0 0.492
C 1.482525 1.697656 -2.190027 0.5 -0.4 0.1 0.776
O 0.571426 1.723093 -1.362813 -0.2 0.7 -0.1 -0.719
N 1.615181 2.692910 -3.145895 -0.2 0.0 0.1 -0.872
N 2.407707 0.722194 -2.200705 -0.3 -0.2 0.4 -0.857
H 2.351333 2.703747 -3.823320 0.1 0.0 0.0 0.380
H 0.930068 3.423321 -3.150745 -0.1 0.0 0.0 0.391
H 2.346583 -0.000093 -1.423492 0.0 0.0 -0.3 0.454
H 3.167709 0.692752 -2.854858 0.0 0.1 0.0 0.374
C -5.311588 -1.886133 -0.931911 0.1 0.1 -0.1 0.774
O -5.050586 -1.950089 0.253131 -0.3 -0.1 0.0 -0.651
N -6.539187 -1.477251 -1.397173 0.1 -0.1 0.0 -0.858
N -4.396256 -2.207487 -1.897048 -0.1 -0.1 0.1 -0.850
H -6.768746 -1.411448 -2.369228 0.0 0.0 0.0 0.382
H -7.225669 -1.228992 -0.711821 0.0 0.0 0.0 0.404
H -3.484797 -2.491276 -1.586234 0.0 0.1 0.0 0.418
H -4.581850 -2.152748 -2.879169 0.0 0.0 0.0 0.383
C 0.765444 4.850315 1.312359 0.1 -0.1 -0.4 0.775
O 0.842835 5.914991 1.910510 0.0 0.0 0.0 -0.694
N 0.505397 3.662789 1.923817 -0.1 -0.2 0.1 -0.848
N 0.935633 4.745286 -0.042858 0.0 0.1 0.0 -0.863
H 0.454984 2.793985 1.417860 0.1 0.0 0.0 0.413
H 0.377668 3.660599 2.916479 0.0 0.0 0.0 0.398
H 1.137854 5.585961 -0.546095 0.0 0.1 0.0 0.390
H 0.881633 3.866035 -0.534395 0.0 -0.1 0.0 0.418
```
Forces are in eV/Å.

Output
- net charge = -1
- spin multiplicity = 1
- M (g/mol) = 358.3
- lowest unoccupied orbital energy (eV) = 2.3
- calculated total energy (Eh) = -1534.1946
- Kohn-Sham gap (eV) = 5.180
- F_max (eV Å⁻¹) = 1.7

C9H26B2Li2NO | the ωB97M-V functional and the def2-TZVPD basis

XYZ file:
```
41
Properties=species:S:1:pos:R:3:forces:R:3:nbo_charge:R:1
Li -2.037042 2.237145 2.151022 -1.3 2.4 5.5 0.923
Li -0.914324 1.124578 0.528785 2.1 -2.6 -1.8 0.813
B -0.433800 1.324854 2.222581 2.8 -0.4 4.0 -0.829
H -0.494260 2.402124 2.232166 1.1 3.8 1.3 -0.050
H -0.083816 1.066704 3.210059 1.6 -1.6 3.6 -0.016
H -1.421129 0.958896 1.987016 -1.8 -2.9 1.3 -0.048
H 0.139966 0.964742 1.382729 3.7 -0.7 -0.7 -0.005
B -2.082692 2.188447 0.577603 -4.6 4.2 -6.2 -0.880
H -1.786057 1.786037 -0.378594 -1.2 0.5 -3.0 0.041
H -2.510292 1.387647 1.160794 -2.7 -2.3 0.2 -0.035
H -1.161884 2.569072 0.991691 1.5 2.3 -0.1 -0.018
H -2.772703 3.006410 0.439530 -2.8 3.4 -0.3 -0.003
C -0.145220 1.659477 -1.822959 -0.6 0.3 0.8 -0.633
C 0.340220 0.225343 -1.434759 0.6 -0.1 -1.3 0.150
C 1.823307 0.413601 -1.061571 0.9 -0.3 -0.1 -0.413
C 2.448525 -0.916449 -0.605663 -0.5 -0.6 -1.4 -0.394
C 1.769419 -1.402560 0.633117 -0.5 0.1 0.4 -0.407
C 0.200977 -1.508737 0.530317 1.3 -0.7 -1.8 0.167
N -0.319733 -0.332158 -0.252836 0.1 -0.7 0.0 -0.305
O -1.720774 -0.101942 -0.160357 0.5 -3.9 -1.4 -0.823
C -0.296860 -1.597789 1.968734 -1.4 0.4 0.1 -0.650
C -0.196183 -2.835359 -0.251429 -0.7 0.2 0.6 -0.645
C 0.240491 -0.549579 -2.818254 -0.2 -0.1 0.7 -0.642
H -1.204312 1.809614 -2.032453 0.0 -0.9 -0.3 0.243
H 0.367444 2.127414 -2.663381 0.6 -0.4 0.0 0.197
H -0.068223 2.300423 -0.944692 0.7 0.3 -0.2 0.211
H 1.967162 1.186621 -0.306692 -0.5 -0.1 0.5 0.209
H 2.336975 0.881513 -1.901397 0.2 -0.4 -0.5 0.192
H 3.531643 -1.026331 -0.551891 0.2 0.8 0.4 0.194
H 2.241220 -1.667616 -1.367809 -0.2 0.0 -0.5 0.182
H 2.082509 -0.701991 1.407249 -0.5 0.0 0.5 0.203
H 2.141585 -2.388020 0.913210 0.0 -0.1 0.1 0.191
H -0.120107 -0.684594 2.537024 0.4 -0.5 -0.1 0.268
H 0.037234 -2.458731 2.547750 0.6 -0.2 -0.4 0.191
H -1.382851 -1.690812 1.976597 -0.2 0.0 -0.2 0.220
H -0.046613 -3.785053 0.262192 0.8 0.0 0.5 0.184
H 0.203164 -2.956259 -1.258404 0.2 0.3 0.1 0.193
H -1.283605 -2.860990 -0.321815 -0.2 0.6 -0.3 0.227
H 0.576039 -1.586234 -2.789046 0.0 0.0 0.1 0.192
H 0.829875 -0.037447 -3.578816 0.1 0.1 0.0 0.187
H -0.795276 -0.532009 -3.157345 -0.1 -0.1 0.1 0.216
```
Forces are in eV/Å.

Output
- net charge = -1
- spin multiplicity = 1
- M (g/mol) = 199.8
- lowest unoccupied orbital energy (eV) = 2.5
- calculated total energy (Eh) = -552.8843
- Kohn-Sham gap (eV) = 4.940
- F_max (eV Å⁻¹) = 8.8

C9H26CaKN3NaO9P | the ωB97M-V functional and the def2-TZVPD basis

XYZ file:
```
51
Properties=species:S:1:pos:R:3:forces:R:3:lowdin_charge:R:1
N 2.696916 -0.788879 1.943843 0.1 -0.1 2.8 -0.293
P 2.547282 -0.813182 0.158959 -0.2 -2.0 -3.8 1.015
O 0.981934 -1.527015 -0.173934 2.3 2.6 0.4 -0.290
C 2.592263 0.980265 -0.568928 -0.1 1.1 -1.1 -0.557
N 3.639656 1.817869 0.131300 -0.9 -0.5 1.5 0.037
N 1.231042 1.624158 -0.694000 1.1 1.3 2.1 0.007
C 0.516978 1.773154 0.630077 -0.7 -0.3 -0.6 -0.218
O -0.884761 1.284001 0.415411 2.3 3.8 -3.5 -0.145
C -1.749208 2.446816 0.067238 -2.6 -2.2 -0.8 -0.239
O -2.883152 1.960384 -0.750462 2.0 0.7 2.7 -0.123
C -3.805400 1.149384 0.067654 -1.4 -1.5 1.0 -0.151
C -4.098016 -0.314263 -0.685181 0.7 1.3 0.3 -0.171
O -4.720981 -1.236671 0.285425 0.7 2.5 0.0 -0.122
C 3.147041 0.787671 -2.135268 1.1 -1.5 -6.7 -0.410
O 4.346463 1.257130 -2.547835 -6.8 -2.2 3.4 -0.098
O 2.196511 0.075059 -3.051725 4.3 3.4 6.0 -0.229
H 3.705284 -0.962138 2.222674 -2.0 -0.5 -3.0 -0.167
H 2.159028 -1.605805 2.318214 0.2 0.7 -0.3 0.055
H 0.702494 -1.163352 -1.075047 0.4 -0.4 1.2 0.075
H 3.877587 1.437642 1.080858 -0.4 0.5 -1.0 0.020
H 3.334279 2.802180 0.298182 0.2 -1.0 -0.5 0.030
H 1.410331 2.589727 -1.096963 -0.2 -1.7 0.1 0.104
H 0.407155 2.906405 0.920735 0.8 -2.7 0.6 0.018
H 1.001804 1.204076 1.529998 -1.1 1.0 -1.9 0.137
H -1.196421 3.274331 -0.549697 -4.3 -6.1 0.0 -0.046
H -2.181342 2.833565 1.103200 1.1 -0.3 -1.9 0.172
H -3.381408 0.920845 1.153923 -0.5 0.5 -2.4 0.131
H -4.836240 1.712228 0.258029 2.2 -0.9 -0.8 0.154
H -3.056502 -0.727069 -1.035827 -2.0 0.7 0.7 0.134
H -4.772100 -0.103784 -1.625214 1.2 -0.7 1.9 0.139
H -4.800969 -0.732946 1.156912 0.0 -1.2 -1.5 0.073
O -5.420159 -1.730453 3.233595 0.2 -0.3 0.2 -0.061
H -5.134512 -1.865018 4.149753 -0.2 0.1 -0.3 0.043
H -5.454049 -2.626066 2.865189 0.0 0.3 0.0 0.052
C 2.721954 -4.153948 -3.774740 0.2 -0.1 -0.1 -0.093
C 1.210550 -4.240856 -3.725303 0.3 0.2 -0.1 -0.319
O 0.706288 -3.360127 -2.732251 -0.2 0.5 0.4 -0.110
H 3.154216 -4.412340 -2.802503 -0.1 -0.1 -0.1 0.071
H 3.126870 -4.830586 -4.532582 0.0 0.1 0.1 0.076
H 3.043908 -3.133156 -4.005232 -0.1 -0.1 -0.1 0.074
H 0.893572 -5.257216 -3.473227 -0.1 0.2 0.1 0.114
H 0.770180 -3.971373 -4.690137 0.1 -0.2 -0.1 0.112
H 0.986021 -2.459406 -2.969869 0.0 -0.4 -0.1 0.059
K -0.254049 4.475924 -0.152587 2.7 6.0 0.0 0.978
Na 2.745951 5.191833 1.661049 0.5 0.1 0.3 0.773
C -1.158989 1.635247 3.413373 1.5 1.0 1.1 -0.268
O -1.328726 1.064541 2.230254 -1.8 -1.7 3.6 -0.170
H -0.201401 1.452574 3.930145 0.5 -0.5 -0.1 0.059
H -1.206394 2.736791 3.454771 -0.4 0.7 -0.4 0.071
H -1.874736 1.370014 4.210035 -0.6 -0.4 -0.2 0.115
Ca 4.545951 -0.748167 3.957716 0.0 0.3 1.0 1.384
```
Forces are in eV/Å.

Output
- net charge = +2
- spin multiplicity = 1
- M (g/mol) = 453.5
- lowest unoccupied orbital energy (eV) = -9.4
- calculated total energy (Eh) = -2979.9063
- relative energy (zero: lowest compared OMol25 entry of this formula, charge and spin) (kcal per mole) = 107.6
- Kohn-Sham gap (eV) = 2.275
- F_max (eV Å⁻¹) = 8.1